(1)
DFT (ωB97M-V with the def2-TZVPD basis set) results for a structure of composition C34H38BiClN7O3Si in a non-equilibrium geometry.

Structure (ORCA input):
```
! RIJCOSX wB97M-V def2-TZVPD def2/J DEFGRID3
* xyz 1 1
Bi 0.09790 -0.29130 -0.34800
C 1.76760 -0.22180 2.60400
N 0.40830 0.19370 2.30340
C 0.05520 1.56740 2.61090
C 0.18720 2.47720 1.43040
N -0.06700 2.14130 0.19060
C 0.11590 3.27280 -0.56960
C 0.00370 3.47560 -1.93940
C 0.25310 4.74520 -2.41810
C 0.59280 5.79950 -1.56640
C 0.70380 5.62060 -0.20130
C 0.47120 4.34070 0.28220
N 0.50910 3.78990 1.54590
C 2.77570 0.21180 1.59250
N 2.51290 0.55490 0.36260
C 3.72090 0.67820 -0.27680
C 4.00430 0.93390 -1.61190
C 5.33250 0.96690 -1.98180
C 6.35480 0.75870 -1.05240
C 6.09110 0.47710 0.27380
C 4.75750 0.43030 0.64790
N 4.11510 0.14260 1.83380
H 1.76830 -1.31710 2.58040
H 2.10060 0.09930 3.60440
H -0.23970 -0.45900 2.72540
H 0.65730 1.97180 3.43980
H -0.99630 1.59890 2.91750
H -0.27660 2.66130 -2.58440
H 0.17600 4.94390 -3.47600
H 0.76930 6.77860 -1.98480
H 0.95430 6.44100 0.45400
H 0.71010 4.28680 2.39990
H 3.20620 1.07470 -2.32030
H 5.59910 1.13690 -3.01380
H 7.38030 0.80090 -1.38320
H 6.88310 0.27920 0.97990
H 4.55760 -0.13260 2.69530
C 0.92130 0.11810 -4.14930
C -0.51760 0.17320 -3.75210
C -1.55050 0.36910 -4.65140
C -2.86470 0.33130 -4.18580
C -3.13050 0.05710 -2.86450
C -2.05340 -0.14230 -1.99330
N -0.79500 -0.01720 -2.46070
N -2.09540 -0.45730 -0.68410
Si -3.08700 -1.74150 -0.01450
C -2.66740 -3.34550 -0.94960
C -2.55830 -1.79490 1.81220
C -4.95270 -1.39660 -0.18340
H 1.35030 1.11680 -4.23100
H 1.03120 -0.37500 -5.11430
H 1.46920 -0.44800 -3.39900
H -1.34310 0.54250 -5.69450
H -3.67310 0.50660 -4.87730
H -4.13180 -0.00270 -2.48430
H -1.62320 -3.60940 -0.81460
H -2.83190 -3.22290 -2.01750
H -3.26060 -4.19150 -0.61640
H -1.54040 -2.16210 1.89070
H -3.20130 -2.46940 2.36660
H -2.62310 -0.81840 2.28210
H -5.28080 -1.39840 -1.21850
H -5.23690 -0.44840 0.26040
H -5.50500 -2.17890 0.32710
C 1.41500 -7.37030 -0.89820
C 0.28050 -6.83070 -0.08280
C -0.96690 -7.43440 -0.14280
C -2.02390 -6.94190 0.60210
Cl -3.57160 -7.70060 0.47640
C -1.84570 -5.86280 1.45300
C -0.60640 -5.25420 1.52190
C 0.44670 -5.72030 0.74840
O 1.67870 -5.07780 0.81570
C 1.91190 -4.23720 -0.28030
C 1.13340 -2.92600 -0.23610
O 0.96090 -2.33860 -1.33180
O 0.71690 -2.45280 0.83920
H 1.35440 -8.45400 -0.94750
H 2.37100 -7.08370 -0.46660
H 1.36820 -6.98650 -1.91800
H -1.10610 -8.28540 -0.79090
H -2.67220 -5.50020 2.04110
H -0.44900 -4.39800 2.15930
H 1.66700 -4.71570 -1.23450
H 2.97920 -3.99360 -0.28330
*
```

Summary:
LUMO level ... -2.10 eV
Frontier orbital gap ... 8.41 eV
Max |F| ... 1.054 eV/A
DFT total energy ... -78687.397 eV

These are the natural (NBO) partial charges, in e, on atoms 1 to 4: 2.08 -0.28 -0.64 -0.26


(2)
DFT (ωB97M-V with the def2-TZVPD basis set) results for a cluster of 5 separate species, C20H51N2O16P3 in total in a non-equilibrium geometry.

Structure (ORCA input):
```
! RIJCOSX wB97M-V def2-TZVPD def2/J DEFGRID3
* xyz 0 1
C -4.88094 21.41328 5.60505
C -3.76526 21.89217 6.53809
O -4.23357 22.22719 7.84921
P -4.87597 23.68581 8.00880
O -6.02323 23.99312 7.14154
O -3.62510 24.68701 7.75114
C -2.60435 24.85669 8.70774
C -2.12792 26.31200 8.69423
O -5.19197 23.79457 9.57590
C -5.79649 25.00462 10.01092
C -7.19451 24.63687 10.55375
H -5.53294 22.27003 5.45029
H -4.39347 21.09965 4.67522
H -5.34650 20.46642 5.87756
H -3.05085 21.06958 6.58904
H -3.22675 22.71225 6.06500
H -2.91037 24.75110 9.75526
H -1.76880 24.16809 8.57229
H -2.85587 27.02195 9.08403
H -1.25019 26.39519 9.34173
H -1.80760 26.63645 7.70270
H -5.24855 25.45053 10.84397
H -5.88263 25.77721 9.24439
H -7.06182 23.92189 11.36729
H -7.75540 25.49452 10.93094
H -7.84770 24.15466 9.82552
C -10.62348 17.37918 10.86608
C -11.18651 18.76180 10.74156
O -10.25542 19.55806 9.94930
P -9.54705 20.85169 10.62597
O -10.25545 21.47308 11.75427
O -8.08303 20.38574 11.05369
C -6.91505 20.58692 10.22543
C -6.02969 19.37153 10.44888
O -9.27928 21.76010 9.37007
C -10.07362 22.76286 8.72237
C -11.08306 23.45485 9.63588
H -11.37553 16.59114 10.77872
H -9.85851 17.11517 10.13875
H -10.14793 17.28632 11.84750
H -12.12714 18.85348 10.18786
H -11.42219 19.31377 11.65613
H -7.16661 20.63816 9.17003
H -6.40779 21.45565 10.63813
H -5.83302 19.27428 11.51388
H -6.53991 18.48058 10.07525
H -5.12137 19.42814 9.84688
H -9.31869 23.36312 8.21323
H -10.70971 22.39437 7.91101
H -11.84782 22.70513 9.83570
H -10.70799 23.88629 10.55869
H -11.55956 24.24806 9.05413
C -17.41087 14.49005 8.49665
C -16.23753 15.38439 8.08324
O -16.45583 16.68130 8.71474
P -15.52438 17.16562 9.91953
O -14.06208 17.21402 9.66936
O -16.24400 18.53978 10.32322
C -15.40827 19.74091 10.20237
C -14.73450 19.98168 11.51942
O -15.88669 16.20249 11.11416
C -14.95851 15.90197 12.16726
C -15.62177 16.21099 13.52229
H -17.41878 13.55764 7.92691
H -17.24511 14.13775 9.51679
H -18.33089 15.04408 8.35340
H -15.21204 15.10620 8.28750
H -16.40751 15.63696 7.03463
H -14.78514 19.65486 9.31489
H -16.12749 20.53934 10.02103
H -15.52086 19.92288 12.27282
H -13.95480 19.25852 11.77403
H -14.20336 20.93292 11.59101
H -14.70929 14.84648 12.09499
H -14.08542 16.55228 12.13092
H -15.94003 17.25056 13.58310
H -16.31379 15.43974 13.84272
H -14.78593 16.22935 14.23522
C -12.94027 14.20426 9.15134
N -13.49665 12.86902 9.54465
O -13.85901 12.79243 10.70424
O -13.45851 11.96890 8.74362
H -11.95709 14.19353 9.61277
H -13.56592 14.95321 9.63268
H -13.00436 14.27586 8.07119
C -8.28434 20.35617 6.72543
N -9.39486 20.21291 5.75506
O -9.09280 20.05455 4.59403
O -10.53059 20.32629 6.13645
H -7.44149 19.74366 6.40885
H -8.67373 19.91612 7.64000
H -7.88213 21.36128 6.81643
*
```

Summary:
SMILES string ... CCOP(=O)(OCC)OCC.CCOP(=O)(OCC)OCC.CCOP(=O)(OCC)OCC.C[N+](=O)[O-].C[N+](=O)[O-]
LUMO level ... 0.37 eV
Frontier orbital gap ... 10.62 eV
Max |F| ... 2.298 eV/A
DFT total energy ... -85175.904 eV

These are the Löwdin partial charges, in e, on atoms 1 to 4: -0.07 -0.27 -0.17 0.44


(3)
DFT (ωB97M-V with the def2-TZVPD basis set) results for an isolated molecule of C5H12N2 in a non-equilibrium geometry.

Structure (ORCA input):
```
! RIJCOSX wB97M-V def2-TZVPD def2/J DEFGRID3
* xyz 0 1
C -3.18088 -0.61988 -0.80145
N -2.16224 -0.20128 -0.14699
C -0.96931 -1.09809 -0.29909
C 0.32524 -0.26528 -0.64150
C 0.88677 0.85014 0.42159
C 2.42730 1.06917 -0.08792
N 0.84209 0.06446 1.69917
H -3.19626 -1.35872 -1.63870
H -4.23836 -0.20923 -0.69823
H -0.87198 -1.42500 0.77695
H -1.19535 -1.99518 -0.98703
H 1.24676 -0.85788 -0.68215
H -0.02428 0.28710 -1.58360
H 0.26583 1.78459 0.48543
H 2.82970 2.03337 0.36170
H 2.95650 0.30240 0.45841
H 2.42273 1.12124 -1.26517
H 1.61163 0.43612 2.22104
H 0.02412 0.08195 2.40756
*
```

Summary:
SMILES string ... C=NCC[C@H](C)N
LUMO level ... 1.17 eV
Frontier orbital gap ... 10.37 eV
Max |F| ... 3.126 eV/A
DFT total energy ... -8357.311 eV

These are the natural (NBO) partial charges, in e, on atoms 1 to 4: -0.07 -0.39 -0.26 -0.42


(4)
DFT (ωB97M-V with the def2-TZVPD basis set) results for an isolated molecule of C4H8O in a non-equilibrium geometry.

Structure (ORCA input):
```
! RIJCOSX wB97M-V def2-TZVPD def2/J DEFGRID3
* xyz 0 1
C 1.62654 -0.36063 0.06527
C 0.32316 0.37012 -0.54751
C -0.92522 -0.50691 -0.35043
C -1.45919 0.62417 0.54343
O -0.27115 1.40188 0.27545
H 2.43277 0.36692 0.17012
H 1.54989 -0.85014 1.06611
H 2.02682 -1.17786 -0.57401
H 0.57421 0.75371 -1.54636
H -1.57090 -0.92201 -1.13746
H -0.35212 -1.23904 0.18829
H -1.57242 0.39150 1.61376
H -2.38238 1.14828 0.23335
*
```

Summary:
SMILES string ... C[C@H]1CCO1
LUMO level ... 1.17 eV
Frontier orbital gap ... 10.76 eV
Max |F| ... 2.105 eV/A
DFT total energy ... -6323.339 eV

These are the natural (NBO) partial charges, in e, on atoms 1 to 4: -0.66 0.13 -0.47 -0.06